Computed, not measured: C38H73BCl46O3Si as an isolated structure, with the ωB97M-V functional and the def2-TZVPD basis.

Values from the calculation:
Kohn-Sham gap ... 8.10 eV
Energy ... -23200.29564 Ha

Last column: Mulliken charge in e.
Element x y z (Å)
C (4.09860, 2.77916, 5.89395)  1.705
C (4.91487, 3.10780, 5.11812)  -1.781
Si (6.08982, 3.36386, 3.72042)  -1.030
C (5.43741, 4.73671, 2.61626)  -0.613
C (4.25282, 4.43325, 1.69278)  0.455
C (3.02403, 3.87314, 2.36557)  -0.375
C (1.74486, 4.36103, 1.65004)  1.275
C (0.95756, 5.35925, 2.48826)  -0.653
C (0.01363, 4.79071, 3.55666)  -1.256
C (-0.39967, 3.35219, 3.36918)  -1.151
C (0.59356, 2.33674, 3.90870)  1.348
C (-0.11857, 1.15901, 4.50943)  -1.228
C (-0.84709, 0.37273, 3.42755)  -0.737
O (-0.34277, 0.62839, 2.14653)  -0.091
C (0.68477, -0.22549, 1.75238)  -0.136
B (7.77657, 4.05977, 4.57638)  0.799
O (8.98841, 3.46773, 4.46023)  -0.499
O (7.64151, 5.21766, 5.33996)  -0.497
C (6.54126, 1.78874, 2.78196)  0.249
Cl (6.66045, 1.90667, 1.04522)  -0.252
C (6.80291, 0.61871, 3.28595)  0.952
C (7.14804, -0.59590, 2.51033)  -1.642
Cl (6.80444, 0.42125, 5.00645)  -0.176
H (3.37621, 2.82117, 6.64549)  0.190
H (6.26280, 4.99094, 1.96424)  0.446
H (5.21492, 5.62441, 3.18414)  0.013
H (3.98898, 5.36307, 1.21615)  -0.621
H (4.58655, 3.80058, 0.89313)  0.307
H (3.06458, 2.79924, 2.30337)  0.032
H (2.94889, 4.18597, 3.38704)  0.399
H (1.16112, 3.54744, 1.25848)  0.723
H (2.09291, 4.91094, 0.78980)  -1.508
H (0.42229, 6.05194, 1.86530)  0.612
H (1.69625, 5.95217, 3.00500)  -0.013
H (-0.89229, 5.37161, 3.51512)  0.526
H (0.38297, 4.93124, 4.55687)  0.235
H (-1.33556, 3.22173, 3.88906)  0.672
H (-0.61910, 3.15898, 2.33369)  0.337
H (1.22018, 2.02566, 3.09966)  -1.028
H (1.18590, 2.82259, 4.66715)  0.409
H (0.57428, 0.54810, 5.05787)  0.302
H (-0.84582, 1.51764, 5.22062)  0.541
H (-1.87848, 0.67743, 3.41423)  0.426
H (-0.85171, -0.67762, 3.68170)  0.409
H (0.64002, -0.37822, 0.69359)  -0.572
H (1.65029, 0.20073, 1.97994)  0.165
H (0.61958, -1.19029, 2.22178)  0.429
H (9.47562, 3.53738, 5.28003)  0.269
H (7.23598, 4.96420, 6.17012)  0.191
H (8.02116, -0.38483, 1.92010)  0.421
H (7.39608, -1.39215, 3.18190)  0.483
H (6.30262, -0.89731, 1.91757)  0.340
C (-1.03817, -0.84665, -1.40505)  -0.170
Cl (-0.01750, 0.38286, -0.65791)  0.074
Cl (-0.16419, -2.37284, -1.64936)  -0.137
H (-1.88457, -1.03426, -0.76359)  -0.119
H (-1.37003, -0.48620, -2.36995)  0.420
C (1.78992, -5.82895, -0.59563)  -0.135
Cl (3.35350, -5.01021, -0.71912)  -0.104
Cl (1.68701, -6.88106, 0.82218)  -0.159
H (1.01626, -5.07935, -0.51986)  0.106
H (1.64326, -6.43207, -1.48242)  0.279
C (3.33688, 6.42076, 7.84909)  -0.128
Cl (1.91820, 5.42545, 7.47441)  -0.111
Cl (4.84631, 5.49352, 7.79236)  -0.104
H (3.39549, 7.22014, 7.12133)  -0.014
H (3.22093, 6.82735, 8.84539)  0.369
C (2.64944, 3.50414, 10.71950)  -0.372
Cl (3.18288, 2.97291, 9.12317)  0.013
Cl (0.90690, 3.30952, 10.93852)  -0.161
H (3.16135, 2.91327, 11.46708)  0.339
H (2.89761, 4.55225, 10.83348)  0.219
C (-5.24672, -1.13995, -1.31677)  0.000
Cl (-4.26676, 0.11497, -0.54867)  -0.116
Cl (-4.32058, -2.63298, -1.54330)  -0.089
H (-6.09997, -1.35200, -0.68627)  0.307
H (-5.57102, -0.78705, -2.28539)  -0.056
C (5.04365, 8.74493, 3.69738)  0.262
Cl (3.77996, 8.11180, 2.62991)  -0.042
Cl (4.36343, 9.42383, 5.18560)  -0.205
H (5.70665, 7.93670, 3.96072)  -0.432
H (5.58387, 9.52255, 3.17548)  0.399
C (4.42995, 0.23815, -1.12900)  0.934
Cl (2.97489, -0.63863, -0.65498)  -0.030
Cl (4.06703, 1.57551, -2.23355)  -0.296
H (4.87802, 0.67576, -0.24436)  -0.459
H (5.12068, -0.44856, -1.61218)  -0.180
C (-7.11179, -1.95387, -5.18482)  0.469
Cl (-6.27005, -0.41505, -4.94839)  -0.193
Cl (-7.13017, -2.94225, -3.71613)  -0.165
H (-8.13377, -1.74821, -5.47580)  0.295
H (-6.59650, -2.50437, -5.96062)  -0.416
C (-5.83171, -4.04039, -8.75045)  -0.347
Cl (-7.01279, -4.83110, -7.69539)  -0.106
Cl (-5.11035, -2.63659, -7.95820)  -0.152
H (-5.04888, -4.74779, -8.98915)  0.300
H (-6.33355, -3.71249, -9.65102)  0.294
C (-8.93813, -8.08645, -6.80687)  0.487
Cl (-10.26224, -8.85848, -7.69145)  -0.106
Cl (-9.37187, -7.78412, -5.11815)  -0.178
H (-8.07762, -8.74264, -6.82873)  -0.128
H (-8.70857, -7.14143, -7.28369)  -0.091
C (7.63648, -3.03391, -1.01679)  -0.281
Cl (6.24324, -4.01577, -0.54741)  -0.095
Cl (7.21472, -1.71769, -2.12603)  -0.167
H (8.08186, -2.60063, -0.13031)  0.208
H (8.34498, -3.68209, -1.51492)  0.354
C (2.24731, 4.77528, -2.49143)  0.255
Cl (0.49333, 4.61254, -2.64527)  -0.174
Cl (2.70244, 5.63413, -1.01317)  0.034
H (2.68413, 3.78750, -2.44594)  -0.383
H (2.62145, 5.32364, -3.34581)  0.342
C (4.00449, -1.69681, 6.20054)  0.331
Cl (2.71282, -2.34512, 5.18574)  -0.145
Cl (3.38358, -1.01785, 7.70978)  -0.161
H (4.69190, -2.49882, 6.43593)  0.340
H (4.51142, -0.91073, 5.65693)  -0.380
C (8.91312, 7.89148, 2.92217)  -0.382
Cl (7.66754, 7.29650, 1.81640)  -0.065
Cl (8.21035, 8.56598, 4.39870)  -0.132
H (9.56265, 7.07128, 3.19920)  0.246
H (9.47546, 8.66375, 2.41434)  0.379
C (-12.28270, -11.32613, -9.87173)  0.330
Cl (-11.18254, -12.70319, -9.93558)  -0.144
Cl (-12.63088, -10.67260, -11.47835)  -0.166
H (-13.21229, -11.64495, -9.41953)  0.277
H (-11.82321, -10.54730, -9.27862)  -0.280
C (-12.65531, -6.91431, -12.60665)  0.279
Cl (-14.24272, -6.13707, -12.58108)  -0.156
Cl (-11.82941, -6.67196, -14.15066)  -0.156
H (-12.04829, -6.48805, -11.81859)  0.178
H (-12.78710, -7.97585, -12.44670)  -0.130
C (3.90107, 9.46725, -0.73511)  -0.464
Cl (5.37244, 9.00280, -1.60297)  -0.207
Cl (3.61075, 8.43838, 0.67344)  0.168
H (4.00536, 10.48999, -0.39893)  0.380
H (3.06457, 9.37243, -1.40251)  0.103
C (0.31796, 10.59973, -0.08318)  -0.051
Cl (-1.24780, 11.40662, 0.02457)  -0.167
Cl (1.18183, 11.03126, -1.57083)  -0.164
H (0.92156, 10.89728, 0.76413)  0.228
H (0.16019, 9.52905, -0.07605)  0.163
C (-7.31537, -12.00597, -5.72441)  -0.264
Cl (-6.60478, -10.85857, -6.87215)  -0.170
Cl (-8.81882, -12.69213, -6.34043)  -0.124
H (-6.60642, -12.80554, -5.55677)  0.314
H (-7.52478, -11.48616, -4.79875)  0.244
C (-3.34994, -7.00932, -0.82243)  -0.140
Cl (-4.58565, -8.19682, -1.25128)  -0.154
Cl (-1.73290, -7.53483, -1.31462)  -0.139
H (-3.57519, -6.07598, -1.32143)  0.160
H (-3.35436, -6.87426, 0.25118)  0.266
C (-0.76638, -10.28666, 0.73285)  0.136
Cl (0.50167, -11.49614, 0.49066)  -0.164
Cl (-0.84181, -9.74598, 2.41425)  -0.158
H (-0.55740, -9.43441, 0.10294)  -0.107
H (-1.71963, -10.72438, 0.46637)  0.294
C (-11.55292, -5.28517, -6.92953)  0.131
Cl (-12.51711, -4.06223, -6.09636)  -0.165
Cl (-10.55849, -4.57408, -8.21201)  -0.160
H (-10.89849, -5.76067, -6.21075)  -0.081
H (-12.21924, -6.01496, -7.36990)  0.272